No. 1
# C17H29IrN2O4PS

C17H29IrN2O4PS as an isolated structure in a non-equilibrium geometry (ωB97M-V/def2-TZVPD, the OMol25 dataset).

CARTESIAN COORDINATES (ANGSTROEM)
Ir 0.27359 -0.57259 -1.05202
S 4.03892 -2.36273 -3.36547
P 0.64419 1.10899 0.61103
O 0.94198 2.51548 -0.02072
O -0.44940 1.48007 1.68609
O 1.98545 0.65498 1.28815
O -1.23003 0.85163 -2.18684
N -0.97767 -2.35045 -0.71131
N 2.15621 -1.13447 -2.06067
C -2.60624 0.45635 -1.93477
C -1.69695 -4.05294 0.79161
C -0.03432 3.56157 -0.32725
C 2.83595 1.41274 2.21857
C -0.65338 1.47479 4.10662
C -3.06527 -0.67659 -2.83965
C 3.27438 0.52641 3.35457
C -2.10404 -1.87565 -2.84162
C -2.96586 -3.55449 -1.17683
C -0.92135 0.70927 2.83035
C 3.28498 -0.42017 -1.86728
C 0.28099 4.80863 0.45950
C -2.01768 -2.60276 -1.52985
C 2.40957 -2.18836 -2.83239
C -2.81303 -4.27950 -0.00722
C -0.80556 -3.07587 0.41038
C 4.42120 -0.95181 -2.51212
H 3.98814 1.07242 3.97063
H -2.43861 -2.58029 -3.60326
H 0.04152 3.75435 -1.39637
H 5.43161 -0.55598 -2.50372
H -1.03956 3.20472 -0.10496
H -4.05735 -0.98364 -2.50515
H -3.24899 1.32564 -2.07373
H 3.70177 1.74012 1.64397
H -1.52164 -4.62147 1.69361
H 0.39685 1.44054 4.38746
H 0.07606 -2.86653 1.00352
H -1.23738 1.04533 4.91928
H -1.99399 0.58747 2.68904
H -3.80546 -3.73388 -1.83558
H -0.45389 -0.27846 2.83859
H -1.10127 -1.53844 -3.13416
H -1.13648 1.07096 -3.12403
H 3.26116 0.47715 -1.25941
H 2.30003 2.30005 2.55501
H -0.94427 2.51801 3.98902
H -3.16333 -0.31209 -3.86466
H -3.54425 -5.02608 0.27394
H -2.63823 0.16695 -0.88223
H 3.75555 -0.37975 2.98682
H 1.25194 5.21988 0.18370
H -0.47554 5.56386 0.25120
H 0.29552 4.60908 1.53131
H 2.44450 0.22771 3.99170
H 1.64899 -2.91013 -3.11242

Calculated values
Charge   +3
HOMO (alpha / beta)   -17.8 / -18.3 eV
Spin multiplicity   5
Electronic energy   -1918.45578 hartree

natural (NBO) population analysis, charges in e, atoms 1 to 5: Ir 0.95; S 0.73; P 1.91; O -0.83; O -0.83

---

No. 2
# C17H29N3O2

C17H29N3O2 as an isolated structure in a non-equilibrium geometry (ωB97M-V/def2-TZVPD, the OMol25 dataset).

CARTESIAN COORDINATES (ANGSTROEM)
O -2.49780 -1.22966 -2.21114
O -0.93900 0.78916 1.91909
N 4.75536 1.73156 -1.42304
N 0.44051 -1.16712 1.03275
N 3.56692 -0.16277 0.34433
C -0.47960 -1.36460 0.03467
C -5.46851 1.92615 0.42314
C -1.78753 0.36682 1.20160
C 5.41473 1.03177 -0.68686
C -0.52786 -3.72987 -0.28848
C -3.12454 1.13836 1.31885
C -2.63201 -0.48378 -0.92184
C 1.76248 -1.68819 0.95733
C -4.06847 -0.16964 -0.63036
C 3.40355 1.35842 -1.70428
C 2.63540 0.85314 -0.18198
C -0.18293 -2.56241 -1.15738
C 4.76417 0.65003 0.71077
C -3.97254 1.14902 -0.01150
C -3.29067 2.11760 -0.89698
C -1.70972 -0.57511 0.16548
C 2.82254 -0.69293 1.40612
H -5.84740 1.84292 -0.42691
H 0.70483 -2.33197 -1.27192
H 6.44333 1.36620 -0.42947
H -4.61159 -0.05339 -1.29565
H 2.47277 1.69046 0.44387
H -2.14970 1.81108 -1.10498
H -0.34435 -4.56424 -1.11111
H 2.52502 0.05987 2.17060
H 1.78464 0.27934 -0.52742
H 0.24098 -0.33163 1.42822
H -5.98385 1.06388 1.00727
H -3.02442 3.17876 -0.47664
H 3.50888 0.57866 -2.14383
H -3.89101 2.41038 -1.93298
H 2.91428 2.24686 -2.13170
H 5.42446 -0.20752 1.22566
H -5.43450 2.83514 1.06673
H 4.66574 2.84588 -0.71208
H -2.83489 1.90963 1.82690
H 3.63588 -1.10014 1.81385
H -0.80494 -2.17158 -1.92837
H 0.16542 -3.83383 0.49661
H -3.70511 0.57960 1.89796
H 2.13018 -2.41192 0.17876
H 5.55529 0.17716 -1.09445
H 4.65786 1.34736 1.57231
H -1.47950 -3.74636 -0.11066
H -4.55422 -0.75215 0.06568
H 1.69455 -2.28657 1.84910

Calculated values
HOMO   -8.3 eV
Electronic energy   -979.33605 hartree

natural (NBO) population analysis, charges in e, atoms 1 to 5: O -0.69; O -0.61; N -0.50; N -0.56; N -0.44

---

No. 3
# C17H30BrCaN9O5S

C17H30BrCaN9O5S as an isolated structure in a non-equilibrium geometry (ωB97M-V/def2-TZVPD, the OMol25 dataset).

CARTESIAN COORDINATES (ANGSTROEM)
Br 1.12346 3.42272 0.76133
Ca -0.02129 0.71356 -0.07221
S -2.87247 0.84942 -0.52502
O 2.14414 0.51496 -0.14755
O -3.52384 0.25571 -1.70371
O -3.84018 1.50232 0.35915
O -1.80849 1.82059 -0.96572
O -2.13095 -0.23112 0.25018
N 0.41236 -1.81483 0.14105
N -0.23055 -2.83519 -1.87235
N -0.43428 -0.53228 -2.21233
N 1.18951 2.27376 -1.73275
N -1.38345 -2.10190 -3.73768
N 0.58755 -4.18382 -0.18991
N -1.81443 -0.29599 2.96279
N 0.31514 0.36662 2.46028
N -0.22011 -0.23126 4.68005
C -1.20814 -0.38283 5.71961
C 2.78012 2.87308 -5.07891
C -2.60942 -0.09282 5.21354
C -0.65405 -1.71251 -2.58768
C 0.27128 -2.84236 -0.55793
C 1.16371 -0.31221 5.10371
C 1.53161 2.19948 -3.00357
C -0.53430 -0.03151 3.33303
C -2.18675 -1.04904 -4.33193
C 1.65229 3.31205 -1.06586
C -2.78189 -0.81037 3.88451
C 2.40196 3.08148 -3.63454
C 2.88848 4.14261 -2.89018
C -0.66569 -2.91237 -4.70053
C 1.67431 0.63779 2.87322
C 2.10215 -0.39054 3.90928
C 2.48866 4.28168 -1.57862
H 1.19853 -4.60047 -0.88588
H 0.82891 -1.96214 1.05964
H -3.77246 -0.65989 3.45782
H 2.03875 -1.38246 3.45228
H -2.86447 -1.50030 -5.05970
H -2.73450 0.97841 5.04600
H 1.27561 -1.19525 5.75282
H -3.34327 -0.41928 5.95449
H -1.17151 -1.41012 6.12069
H -0.80057 -3.64507 -2.06382
H 3.13404 -0.24015 4.23582
H 3.45606 3.65737 -5.42376
H 1.41256 0.56593 5.71935
H 3.56703 4.86202 -3.33712
H 2.81864 5.10237 -0.95832
H 3.27923 1.91205 -5.21893
H -2.05924 -0.15590 1.95503
H -2.76692 -0.54879 -3.55041
H -1.57708 -0.29686 -4.86184
H 0.21034 -2.39365 -5.12239
H -0.78928 0.16187 -2.86188
H -2.65850 -1.89514 4.05742
H -0.95226 0.28610 6.55431
H 1.12503 1.34804 -3.54143
H -1.33758 -3.16425 -5.52245
H 2.27472 0.60837 1.94055
H 1.06977 -4.18076 0.69823
H 1.74917 1.64516 3.32010
H 1.89889 2.88171 -5.72469
H -0.31607 -3.84384 -4.25469

Calculated values
Charge   -2
HOMO   1.3 eV
Electronic energy   -5184.68457 hartree

natural (NBO) population analysis, charges in e, atoms 1 to 5: Br 0.03; Ca 1.72; S 2.57; O -1.60; O -1.09

---

Copy entry 1 word for word.
# C17H29IrN2O4PS

C17H29IrN2O4PS as an isolated structure in a non-equilibrium geometry (ωB97M-V/def2-TZVPD, the OMol25 dataset).

CARTESIAN COORDINATES (ANGSTROEM)
Ir 0.27359 -0.57259 -1.05202
S 4.03892 -2.36273 -3.36547
P 0.64419 1.10899 0.61103
O 0.94198 2.51548 -0.02072
O -0.44940 1.48007 1.68609
O 1.98545 0.65498 1.28815
O -1.23003 0.85163 -2.18684
N -0.97767 -2.35045 -0.71131
N 2.15621 -1.13447 -2.06067
C -2.60624 0.45635 -1.93477
C -1.69695 -4.05294 0.79161
C -0.03432 3.56157 -0.32725
C 2.83595 1.41274 2.21857
C -0.65338 1.47479 4.10662
C -3.06527 -0.67659 -2.83965
C 3.27438 0.52641 3.35457
C -2.10404 -1.87565 -2.84162
C -2.96586 -3.55449 -1.17683
C -0.92135 0.70927 2.83035
C 3.28498 -0.42017 -1.86728
C 0.28099 4.80863 0.45950
C -2.01768 -2.60276 -1.52985
C 2.40957 -2.18836 -2.83239
C -2.81303 -4.27950 -0.00722
C -0.80556 -3.07587 0.41038
C 4.42120 -0.95181 -2.51212
H 3.98814 1.07242 3.97063
H -2.43861 -2.58029 -3.60326
H 0.04152 3.75435 -1.39637
H 5.43161 -0.55598 -2.50372
H -1.03956 3.20472 -0.10496
H -4.05735 -0.98364 -2.50515
H -3.24899 1.32564 -2.07373
H 3.70177 1.74012 1.64397
H -1.52164 -4.62147 1.69361
H 0.39685 1.44054 4.38746
H 0.07606 -2.86653 1.00352
H -1.23738 1.04533 4.91928
H -1.99399 0.58747 2.68904
H -3.80546 -3.73388 -1.83558
H -0.45389 -0.27846 2.83859
H -1.10127 -1.53844 -3.13416
H -1.13648 1.07096 -3.12403
H 3.26116 0.47715 -1.25941
H 2.30003 2.30005 2.55501
H -0.94427 2.51801 3.98902
H -3.16333 -0.31209 -3.86466
H -3.54425 -5.02608 0.27394
H -2.63823 0.16695 -0.88223
H 3.75555 -0.37975 2.98682
H 1.25194 5.21988 0.18370
H -0.47554 5.56386 0.25120
H 0.29552 4.60908 1.53131
H 2.44450 0.22771 3.99170
H 1.64899 -2.91013 -3.11242

Calculated values
Charge   +3
HOMO (alpha / beta)   -17.8 / -18.3 eV
Spin multiplicity   5
Electronic energy   -1918.45578 hartree

natural (NBO) population analysis, charges in e, atoms 1 to 5: Ir 0.95; S 0.73; P 1.91; O -0.83; O -0.83